18
Properties=species:S:1:pos:R:3:forces:R:3:nbo_charge:R:1 method="wB97M-V/def2-TZVPD" de_lowest_kcal_mol=58.1 lumo_energy_ev=0.875 e_tot_ev=-10372.7847 orbital_gap_ha=0.3684
H -3.1227 0.4496 -1.8744 0.1 0.1 0.4 0.366
N -2.1893 0.0492 -1.8371 -0.5 0.0 -1.1 -0.651
C -1.7195 -0.2693 -0.7485 -0.3 -0.6 3.3 0.484
N -1.7437 -0.1480 0.7477 0.1 0.5 -1.3 -0.689
C -0.6665 -0.8285 0.0534 2.4 0.8 -1.5 -0.152
C 0.7491 -0.1144 -0.0287 -0.9 -0.4 0.9 0.251
C 1.5144 -0.4971 1.2345 0.1 0.1 -0.5 -0.622
C 0.5976 1.3991 -0.1470 0.1 -0.3 0.0 -0.648
O 1.4585 -0.6537 -1.1255 0.0 -0.1 -0.2 -0.719
H -2.1618 -0.6296 1.5305 -0.8 -0.2 -0.5 0.396
H -0.5450 -1.9142 0.0556 -0.2 0.1 0.2 0.208
H 1.6560 -1.5749 1.2718 0.0 -0.1 0.0 0.214
H 0.9682 -0.1719 2.1159 0.0 0.1 0.1 0.212
H 2.4957 -0.0288 1.2190 0.1 0.1 0.1 0.217
H 0.0954 1.6641 -1.0770 0.0 0.1 0.0 0.213
H 1.5797 1.8675 -0.1361 0.1 0.0 0.0 0.219
H 0.0124 1.7797 0.6863 -0.1 0.1 0.0 0.230
H 1.0215 -0.3790 -1.9405 0.0 0.0 0.0 0.474

=====

18
Properties=species:S:1:pos:R:3:forces:R:3:nbo_charge:R:1 method="wB97M-V/def2-TZVPD" de_lowest_kcal_mol=116.7 lumo_energy_ev="0.055 / 0.055" e_tot_ev=-10370.2445 orbital_gap_ha="0.2778 / 0.2778"
C -0.8750 -0.3977 0.6062 0.8 -0.3 0.6 -0.604
C -0.4145 0.3870 1.8218 -0.2 -0.1 0.2 -0.630
N 0.7349 -0.1259 -1.4505 -0.3 0.4 -0.6 -0.615
C -0.6854 0.3554 -1.4684 0.2 -0.2 -1.8 0.786
C 1.0720 -0.7746 -0.4068 -1.2 0.2 0.7 0.507
N -0.6642 1.7628 -1.3928 -0.2 -0.6 0.5 -0.841
C 1.9500 -1.5647 0.1719 0.1 -0.2 0.2 -0.668
O -1.5197 -0.2554 -2.1126 0.6 0.4 0.6 -0.615
H 1.3818 0.0748 -2.2200 -0.2 -0.2 0.1 0.406
H -0.1615 2.1365 -0.5987 0.0 0.0 0.0 0.382
H -1.6059 2.1283 -1.4546 0.0 0.0 0.1 0.394
H -0.8920 -1.4742 0.7767 0.2 0.0 0.1 0.203
H -1.9126 -0.1549 0.3722 0.1 0.3 -0.4 0.212
H 2.3009 -1.3785 1.1785 -0.2 0.0 0.0 0.248
H 2.1929 -2.5221 -0.2769 0.1 0.2 -0.2 0.256
H -1.1146 0.2875 2.6602 0.1 0.0 0.0 0.204
H 0.5618 0.0550 2.1868 0.0 0.0 0.0 0.193
H -0.3490 1.4606 1.6070 0.0 -0.1 0.0 0.182